The following is a DFT calculation (ωB97M-V/def2-TZVPD) of C30H44AlF6N2O22P3 as an isolated structure at a distorted geometry.

Structure (XYZ):
```
108
Properties=species:S:1:pos:R:3:lowdin_charge:R:1
Al 2.7656 0.4943 -3.7426 1.115
P 1.4920 -1.0684 -0.5214 0.245
F 1.3753 -2.6261 -0.1777 -0.131
F 3.0916 -1.2931 -0.8736 -0.175
F 1.0895 -1.4017 -2.0473 -0.191
F 1.7649 0.4695 -0.9436 -0.183
F -0.1061 -0.8696 -0.1593 -0.158
F 1.8779 -0.7061 1.0424 -0.163
C -0.5464 -4.8831 3.8026 0.133
C -1.7742 -5.2449 4.2143 -0.204
C -3.0006 -4.9844 3.3917 -0.278
O -4.1378 -5.1028 3.7998 0.165
C -2.6473 -4.3765 2.0563 0.161
C -1.3716 -4.0699 1.6557 -0.196
C -0.1828 -4.4644 2.4229 -0.289
O 0.9799 -4.3150 2.0593 0.160
O -1.2642 -3.3773 0.5189 0.129
O -2.0634 -5.4751 5.4871 0.173
H 0.1962 -4.7914 4.5844 0.150
H -3.4965 -4.0571 1.4676 0.132
H -0.4142 -2.9054 0.4862 0.080
H -3.0272 -5.5838 5.5299 0.137
C -0.8028 -1.5650 4.9775 0.076
C -0.4597 -1.7643 6.2708 -0.155
C 0.7370 -1.0454 6.8865 -0.281
O 1.0318 -1.0325 8.0618 0.162
C 1.5675 -0.3653 5.8371 0.121
C 1.3096 -0.3957 4.5068 -0.175
C -0.0523 -0.9088 3.9387 -0.283
O -0.4898 -0.7864 2.7950 0.112
O 2.0907 0.1995 3.5799 0.110
O -1.2483 -2.4413 7.1511 0.140
H -1.7643 -1.8804 4.5904 0.139
H 2.4925 0.1580 6.0406 0.144
H 1.8770 -0.1963 2.7221 0.070
H -0.8290 -2.4522 8.0227 0.132
C -5.5538 1.4288 1.5894 0.130
C -5.9458 0.1556 1.7482 -0.239
C -5.0550 -0.9628 1.6543 -0.306
O -5.2898 -2.0691 2.1217 0.129
C -3.7698 -0.6487 1.0068 0.113
C -3.3569 0.6077 0.8336 -0.215
C -4.2085 1.7916 1.1056 -0.271
O -4.0855 2.9839 0.8437 0.150
O -2.2387 0.8902 0.1743 0.123
O -7.1907 -0.1665 2.0927 0.161
H -6.2898 2.2109 1.7091 0.153
H -3.0974 -1.4011 0.6156 0.128
H -1.8648 0.1025 -0.2384 0.078
H -7.1575 -1.1076 2.3256 0.127
C 2.3037 -3.9124 -3.8954 -0.264
O 2.3875 -2.6913 -4.0523 -0.019
N 1.2118 -4.7217 -3.8872 -0.128
C 1.4176 -6.1592 -3.9747 -0.037
C -0.0952 -4.3686 -3.3205 -0.016
H 3.2479 -4.4536 -4.0615 0.149
H 2.3452 -6.4454 -4.4685 0.097
H 0.6150 -6.6655 -4.5098 0.104
H 1.4653 -6.5382 -2.9512 0.105
H -0.1317 -3.2918 -3.1553 0.079
H -0.8454 -4.5705 -4.0878 0.102
H -0.4258 -4.8773 -2.4145 0.097
C 5.0027 2.3997 -0.9109 -0.280
O 4.4572 1.6266 -1.7248 -0.069
N 4.9634 2.4165 0.4351 -0.120
C 5.3447 3.5166 1.2692 -0.010
C 4.7333 1.1033 1.0536 0.004
H 5.4431 3.3191 -1.3230 0.143
H 5.8359 4.2455 0.6267 0.103
H 6.0609 3.1531 2.0081 0.108
H 4.4660 3.8679 1.8114 0.112
H 5.6960 0.5869 0.9814 0.119
H 4.3894 0.9940 2.0807 0.095
H 4.1259 0.4020 0.4788 0.066
C -2.9622 -0.3549 -3.1797 -0.086
O -2.4617 0.4547 -4.2254 -0.199
P -1.2585 1.4767 -4.0661 0.442
O -0.0924 0.9339 -3.3132 -0.318
O -1.9984 2.8534 -3.5872 -0.233
C -1.4482 4.1094 -3.0779 -0.040
O -1.0152 1.7633 -5.6056 -0.208
C -2.0711 1.9704 -6.5314 -0.089
H -4.0268 -0.1108 -3.1402 0.098
H -2.6787 -0.1978 -2.1406 0.062
H -2.9292 -1.4261 -3.3744 0.094
H -1.9381 4.8947 -3.6519 0.097
H -0.3942 4.0658 -3.3396 0.072
H -1.7321 4.2070 -2.0324 0.088
H -3.0526 1.6405 -6.1971 0.089
H -1.8211 1.5440 -7.5020 0.096
H -2.1552 3.0369 -6.7484 0.093
C 0.4563 2.7900 0.0973 -0.091
O 1.6867 3.4953 -0.0471 -0.206
P 2.1196 4.0751 -1.4589 0.498
O 2.2056 3.1053 -2.5957 -0.309
O 1.0049 5.2382 -1.7168 -0.253
C 0.5499 6.0646 -0.6665 -0.100
O 3.4732 4.9759 -1.1649 -0.248
C 3.8288 5.9979 -2.1182 -0.082
H -0.3105 3.4487 0.5107 0.087
H 0.5575 2.0187 0.8587 0.087
H 0.0578 2.4252 -0.8487 0.076
H 0.0557 6.9290 -1.1059 0.103
H 1.4237 6.3854 -0.0939 0.091
H -0.0899 5.6596 0.1193 0.084
H 4.6197 5.6523 -2.7864 0.090
H 4.3651 6.7685 -1.5638 0.095
H 3.0607 6.4663 -2.7308 0.096
```

Results
net charge = +2
HOMO level = -13.2460 eV
largest force on an atom = 0.066 Eh/bohr
multiplicity = 1